The following is a DFT calculation (wB97M-V/def2-TZVPD) of a structure of composition C34H37BFN12O3STi at a distorted geometry.

HOMO-LUMO gap (spin up / spin down)	4.21 / 6.82	eV
expectation value of S²	2.04
E_tot	-3572.9865	hartree
highest occupied orbital energy (spin up / spin down)	-6.8 / -9.5	eV
net charge	+1
spin multiplicity	3

Last column: Mulliken spin population.
Cartesian coordinates (Å):
Ti: -0.08266 -1.09309 1.84026  1.03
C: 3.63379 -2.31863 3.55164  0.00
C: 2.38484 -2.59636 2.99264  0.01
N: 1.67990 -1.47554 2.86205  -0.02
N: 2.45574 -0.46635 3.30891  0.01
C: 3.63574 -0.94993 3.72878  0.00
B: 2.09730 0.99572 2.98024  0.03
N: 0.67063 1.32306 3.44921  -0.02
C: 0.21192 2.36873 4.15381  0.01
C: -1.16989 2.32687 4.13936  0.00
C: -1.48007 1.19790 3.37632  0.01
N: -0.36169 0.60176 2.96917  -0.03
N: 2.08674 1.04349 1.42816  0.00
C: 2.66163 1.92029 0.59307  0.01
C: 2.52222 1.44227 -0.69474  0.01
C: 1.82954 0.23615 -0.54440  0.01
N: 1.56232 0.00928 0.73908  -0.02
H: 4.41774 -3.01702 3.78690  0.00
H: 1.97486 -3.54073 2.67164  0.00
H: 4.39953 -0.29547 4.11398  0.00
H: 2.89317 1.75566 3.43875  0.00
H: 0.89066 3.06384 4.61983  0.00
H: -1.84516 3.01833 4.61190  0.00
H: -2.44057 0.79152 3.10685  0.00
H: 3.13778 2.81309 0.96435  0.00
H: 2.88408 1.88763 -1.60539  0.00
H: 1.56409 -0.48251 -1.30125  -0.01
C: -3.22672 -4.83298 1.00244  0.00
N: -2.34224 -4.82348 2.15297  0.00
C: -1.79054 -5.93064 2.75400  0.00
C: -0.98464 -5.50797 3.73753  0.00
N: -1.03030 -4.11347 3.74500  0.00
C: -1.88007 -3.69617 2.74317  0.00
S: -2.40565 -2.15017 2.32850  -0.01
C: -0.32392 -3.29910 4.65114  -0.01
C: 0.50720 -3.88208 5.60657  0.00
C: 1.13103 -3.07096 6.52857  0.00
C: 0.87723 -1.70438 6.49430  0.00
C: 0.06998 -1.22482 5.48650  0.01
N: -0.49282 -1.98568 4.54443  0.00
H: -3.62090 -5.83844 0.87712  0.00
H: -2.67155 -4.54577 0.11067  0.00
H: -4.03748 -4.12844 1.16725  0.00
H: -2.01849 -6.93174 2.43500  0.00
H: -0.41497 -6.08502 4.43911  0.00
H: 0.68265 -4.94733 5.62809  0.00
H: 1.80105 -3.49305 7.26484  0.00
H: 1.30075 -1.03343 7.22789  0.00
H: -0.14869 -0.16555 5.42690  0.00
C: 0.67719 -1.17358 -5.35762  0.01
C: -0.77254 -1.15192 -4.87809  0.01
N: -0.88867 -0.86234 -3.45894  0.08
C: -0.74703 -1.90133 -2.57573  0.21
C: -0.76075 -1.73647 -1.22999  -0.05
C: -0.39739 -2.91306 -0.36334  -0.02
O: -0.53822 -4.05146 -0.78780  0.02
O: 0.08861 -2.61957 0.80105  0.01
C: -1.04686 -0.44105 -0.68570  0.27
O: -1.11770 -0.22097 0.60357  0.03
C: -1.17694 0.63866 -1.59328  -0.09
C: -1.41126 1.94514 -1.11642  0.24
C: -1.33063 3.01115 -1.98100  -0.01
F: -1.58138 4.25664 -1.50192  0.00
C: -0.98144 2.85823 -3.31217  0.11
C: -0.83588 1.54411 -3.81197  0.04
C: -0.97848 0.44075 -2.98843  0.00
N: -0.68288 3.94950 -4.18872  0.03
C: -1.63468 4.25612 -5.24756  0.02
C: -0.84050 4.89431 -6.42460  0.00
N: 0.57146 5.02945 -5.96626  0.00
C: 0.65408 5.89948 -4.76004  0.00
C: -0.12696 5.17096 -3.62589  0.01
H: 0.71648 -1.43874 -6.41443  0.00
H: 1.24828 -1.91286 -4.79544  0.00
H: 1.15498 -0.20308 -5.21609  0.00
H: -1.22945 -2.12513 -5.05748  0.00
H: -1.35557 -0.41643 -5.43247  0.00
H: -0.60646 -2.88650 -2.99947  0.02
H: -1.63386 2.09316 -0.06935  0.03
H: -0.59591 1.43163 -4.86199  0.04
H: -2.42158 4.93919 -4.90555  -0.01
H: -2.11430 3.33512 -5.56828  0.00
H: -1.21754 5.87822 -6.69242  0.00
H: -0.85294 4.25813 -7.30706  0.00
H: 1.19331 5.32133 -6.71572  0.00
H: 0.80671 4.08885 -5.60907  0.00
H: 0.22247 6.86885 -4.99838  0.00
H: 1.70073 6.04113 -4.50025  0.00
H: -0.89354 5.83860 -3.22453  0.00
H: 0.54196 4.89650 -2.81426  0.00

---

The following is a DFT calculation (wB97M-V/def2-TZVPD) of a structure of composition C3H5N3 at a distorted geometry.

HOMO-LUMO gap	9.30	eV
E_tot	-280.6126	hartree
highest occupied orbital energy	-20.1	eV
net charge	+2

Last column: Löwdin charge in e.
Cartesian coordinates (Å):
C: -0.03325 1.03010 -0.60881  -0.15
C: -1.01180 0.09319 0.24166  0.07
C: 1.86319 -0.32495 -1.34409  0.43
N: -0.58171 -1.75386 1.76189  0.39
N: 0.90922 0.31197 -1.14290  0.09
N: -0.63392 -0.80700 1.08937  0.06
H: -0.24155 2.21621 0.01785  0.30
H: -1.86747 0.84525 0.69608  0.24
H: 2.43500 -1.13180 -1.82389  0.18
H: -0.21869 -2.00633 2.64145  0.17
H: -0.61901 1.52720 -1.52861  0.21

---

The following is a DFT calculation (wB97M-V/def2-TZVPD) of a cluster of 9 separate species, C30H84N6O9 in total at a distorted geometry.

HOMO-LUMO gap	8.93	eV
E_tot	-2198.9040	hartree
SMILES	COC[C@H](C)N.COC[C@H](C)N.COC[C@H](C)N.COC[C@H](C)N.COC[C@H](C)N.COC[C@H](C)N.CCO.CCO.CCO
highest occupied orbital energy	-8.4	eV
net charge	0

Last column: Löwdin charge in e.
Cartesian coordinates (Å):
C: -5.50342 1.11607 2.90820  -0.10
O: -4.12703 1.23968 3.16978  -0.20
C: -3.62282 0.39547 4.20183  -0.20
C: -3.36029 -1.03393 3.77910  -0.43
C: -2.48644 -1.67367 4.82613  -0.06
N: -2.60946 -0.93784 2.55246  0.06
H: -5.75124 1.90790 2.23951  0.08
H: -6.03189 1.19413 3.84142  0.08
H: -5.63407 0.16036 2.42266  0.08
H: -2.73512 0.85750 4.54972  0.11
H: -4.39561 0.39392 5.01121  0.14
H: -4.33511 -1.58986 3.62788  0.15
H: -1.51754 -1.20908 4.84522  0.06
H: -2.31177 -2.68139 4.51515  0.04
H: -2.96650 -1.67924 5.84720  0.11
H: -3.09056 -0.46097 1.80551  0.05
H: -2.49776 -1.90275 2.25767  0.06
C: -3.75430 -0.50350 -0.52583  -0.05
O: -3.56414 -0.41002 -2.00050  -0.19
C: -3.62694 -1.62379 -2.68717  -0.26
C: -3.02896 -1.60561 -4.06258  -0.45
C: -2.97894 -3.08057 -4.58028  -0.05
N: -1.72413 -1.03572 -4.01346  0.06
H: -4.79273 -0.81169 -0.24676  0.10
H: -3.57346 0.48948 -0.22426  0.07
H: -3.06807 -1.26802 -0.13242  0.07
H: -3.16690 -2.47277 -2.07124  0.13
H: -4.68055 -1.93606 -2.71013  0.12
H: -3.63403 -1.05321 -4.77580  0.13
H: -3.96627 -3.59774 -4.47222  0.10
H: -2.23476 -3.60758 -3.99470  0.05
H: -2.62476 -3.06500 -5.59902  0.07
H: -1.08477 -1.80066 -3.83176  0.07
H: -1.63614 -0.32016 -3.32212  0.05
C: 2.67947 5.48231 1.14042  -0.13
O: 2.41751 6.83234 0.88355  -0.17
C: 3.06673 7.33774 -0.30304  -0.21
C: 2.78007 6.56079 -1.53916  -0.44
C: 3.59512 7.25617 -2.67554  -0.04
N: 1.34535 6.43542 -1.87489  0.06
H: 3.70032 5.18367 1.15762  0.08
H: 2.21882 4.78590 0.48523  0.06
H: 2.34667 5.23128 2.14156  0.09
H: 2.63527 8.36352 -0.52727  0.15
H: 4.11219 7.39634 -0.03043  0.12
H: 3.13024 5.56720 -1.30352  0.10
H: 3.65430 6.62555 -3.55435  0.07
H: 4.61075 7.45622 -2.23383  0.09
H: 3.20128 8.23343 -2.88998  0.06
H: 0.90663 7.27702 -2.17920  0.07
H: 0.80536 5.93228 -1.19771  0.07
C: -1.82416 -5.58769 -1.40852  -0.10
O: -1.95642 -5.45274 -0.04829  -0.23
C: -0.83710 -4.85449 0.56109  -0.20
C: -1.22298 -4.90906 2.06807  -0.36
C: -1.20463 -6.44923 2.44572  -0.04
N: -2.55270 -4.26026 2.18680  0.06
H: -1.18512 -6.43712 -1.66092  0.10
H: -1.41286 -4.61430 -1.72021  0.08
H: -2.81224 -5.68938 -1.78816  0.08
H: 0.12264 -5.29555 0.39817  0.11
H: -0.71818 -3.85027 0.18108  0.10
H: -0.52285 -4.43496 2.71682  0.09
H: -1.41199 -6.55200 3.49991  0.06
H: -0.12921 -6.75496 2.37181  0.09
H: -1.95804 -6.89295 1.76858  0.08
H: -2.90052 -4.47161 3.10616  0.07
H: -3.12866 -4.66478 1.46155  0.07
C: -2.65837 3.85601 -5.99259  -0.08
O: -1.70091 3.14072 -5.23828  -0.19
C: -0.63996 3.87162 -4.80241  -0.26
C: 0.24318 2.98090 -3.84957  -0.35
C: -0.55096 2.66039 -2.60275  -0.05
N: 1.51985 3.75795 -3.56100  0.04
H: -2.26636 4.19834 -6.90947  0.07
H: -2.98134 4.73674 -5.40137  0.10
H: -3.43189 3.11477 -6.15492  0.09
H: -0.10773 4.28540 -5.64027  0.11
H: -0.93431 4.79684 -4.24410  0.13
H: 0.54085 2.03932 -4.29342  0.13
H: -0.02781 2.05887 -1.91543  0.05
H: -1.53641 2.25469 -2.87479  0.08
H: -0.69325 3.60766 -2.07939  0.08
H: 2.15821 3.83573 -4.38157  0.09
H: 1.32223 4.71240 -3.24929  0.03
C: 0.93302 -1.17088 -0.64779  -0.06
O: 2.31586 -1.60998 -0.57216  -0.17
C: 2.37020 -2.71521 0.25388  -0.26
C: 3.85981 -2.95800 0.68459  -0.45
C: 4.03384 -4.41564 1.05446  -0.07
N: 4.28417 -2.06971 1.75052  0.02
H: 0.87287 -0.38310 -1.33299  0.05
H: 0.58099 -0.82892 0.34903  0.09
H: 0.32086 -2.04296 -1.00737  0.08
H: 1.78979 -2.56693 1.17452  0.11
H: 1.93073 -3.64015 -0.18984  0.12
H: 4.46300 -2.61464 -0.20072  0.15
H: 4.02835 -4.99663 0.10253  0.09
H: 3.34420 -4.80197 1.79294  0.07
H: 5.04936 -4.47112 1.35877  0.06
H: 4.00358 -1.09995 1.50367  0.08
H: 3.82252 -2.37922 2.66432  0.08
C: 1.54402 -4.55015 5.00119  -0.10
C: 1.02672 -3.18356 4.83622  -0.30
O: 1.94056 -2.39033 3.98503  -0.12
H: 0.94593 -5.11719 5.72415  0.08
H: 2.57225 -4.53051 5.37017  0.08
H: 1.52054 -5.17782 4.08871  0.07
H: 0.91240 -2.69277 5.75379  0.09
H: -0.03851 -3.16677 4.42126  0.10
H: 1.33447 -1.71187 3.57125  0.06
C: 1.56362 1.54278 3.48055  -0.07
C: 0.25234 1.07477 2.89776  -0.34
O: 0.00198 -0.27798 3.13218  -0.14
H: 1.65233 2.57752 3.19182  0.06
H: 2.47915 1.05797 3.16469  0.07
H: 1.44110 1.35208 4.58722  0.10
H: 0.33681 1.25309 1.81105  0.11
H: -0.60029 1.63472 3.22934  0.10
H: -0.90196 -0.51312 2.79373  0.04
C: 4.84259 1.41798 -2.58353  -0.09
C: 4.56961 2.88932 -2.28954  -0.32
O: 3.49650 3.09170 -1.36447  -0.11
H: 5.37757 1.32202 -3.55526  0.08
H: 3.91641 0.83710 -2.64993  0.07
H: 5.52760 0.98616 -1.86422  0.06
H: 4.29983 3.35679 -3.21224  0.08
H: 5.50556 3.32137 -1.87675  0.12
H: 2.78812 3.27388 -1.98140  0.01

---

The following is a DFT calculation (wB97M-V/def2-TZVPD) of a cluster of 2 separate species, C5H10O2 in total at a distorted geometry.

HOMO-LUMO gap	9.28	eV
E_tot	-346.9258	hartree
SMILES	C/C=C/C=C/O.O
highest occupied orbital energy	-8.5	eV
net charge	0

Last column: Löwdin charge in e.
Cartesian coordinates (Å):
C: -1.52361 0.44741 2.04968  -0.11
C: -0.54966 -0.35464 1.23694  -0.18
C: 0.35330 0.14994 0.41379  -0.14
C: 1.24417 -0.73548 -0.40483  -0.11
C: 0.76034 -1.71089 -1.15456  -0.19
O: 1.37841 -2.21481 -2.27630  0.00
H: -2.52062 -0.00466 2.09624  0.07
H: -1.18201 0.58227 3.07824  0.07
H: -1.59960 1.41198 1.50450  0.07
H: -0.80806 -1.40431 1.31657  0.10
H: 0.52306 1.21647 0.33401  0.09
H: 2.26447 -0.34521 -0.45617  0.11
H: -0.20047 -2.16389 -0.99908  0.12
H: 2.29724 -1.91963 -2.36346  0.10
O: -0.13627 2.68418 -1.64670  -0.05
H: -0.85704 2.33776 -1.11470  0.02
H: 0.55634 2.02353 -1.61418  0.01

---

The following is a DFT calculation (wB97M-V/def2-TZVPD) of a cluster of 8 separate species, C21H39N3O15 in total at a distorted geometry.

HOMO-LUMO gap	11.16	eV
E_tot	-2116.3877	hartree
SMILES	COC(=O)OC.COC(=O)OC.COC(=O)OC.COC(=O)OC.COC(=O)OC.CC#N.CC#N.CC#N
highest occupied orbital energy	-10.8	eV
net charge	0

Last column: Löwdin charge in e.
Cartesian coordinates (Å):
C: 2.76212 -3.92758 -0.85809  -0.08
O: 1.67733 -4.69025 -1.32234  -0.06
C: 0.79483 -5.35605 -0.44521  -0.51
O: 0.95297 -5.42003 0.77753  0.09
O: -0.21047 -5.80705 -1.18351  0.00
C: -1.22319 -6.59616 -0.57556  -0.04
H: 3.49124 -4.52505 -0.31080  0.09
H: 2.41455 -3.11739 -0.21709  0.05
H: 3.24819 -3.43361 -1.69942  0.09
H: -1.22514 -7.60508 -0.98808  0.09
H: -2.12693 -6.05483 -0.85540  0.10
H: -1.16977 -6.76383 0.50014  0.09
C: 3.38687 1.18947 -2.21980  -0.05
O: 2.63307 2.38137 -2.01796  -0.03
C: 1.29286 2.35599 -2.41102  -0.47
O: 0.63796 1.43182 -2.91050  0.10
O: 0.78023 3.59759 -2.06920  -0.04
C: -0.59159 3.94361 -2.21678  -0.04
H: 4.42146 1.52202 -2.30426  0.09
H: 3.15511 0.67498 -3.15237  0.10
H: 3.38294 0.54700 -1.33928  0.07
H: -1.19557 3.40452 -1.48693  0.07
H: -0.85571 3.77289 -3.26042  0.10
H: -0.71092 5.00014 -1.97677  0.09
C: -0.26246 -1.59648 -1.37255  -0.02
O: -0.25336 -0.48342 -0.51379  -0.02
C: 0.85045 -0.11815 0.12343  -0.52
O: 1.88847 -0.79136 0.21539  0.08
O: 0.62177 1.11804 0.67246  -0.01
C: 1.53206 1.71662 1.53948  -0.07
H: 0.55666 -1.60462 -2.09163  0.09
H: -1.13510 -1.61256 -2.02549  0.10
H: -0.24216 -2.46177 -0.71001  0.10
H: 1.18225 2.56971 2.12082  0.09
H: 2.44974 1.98550 1.01634  0.09
H: 1.91384 1.05596 2.31785  0.06
C: -2.69219 5.24997 1.94053  -0.06
O: -3.03933 4.20797 2.77963  0.02
C: -2.14396 3.41087 3.29227  -0.58
O: -0.92934 3.44054 3.06880  0.09
O: -2.79883 2.46877 3.98640  0.01
C: -2.02173 1.35274 4.37817  -0.05
H: -1.87137 5.79239 2.40971  0.10
H: -3.49216 5.98831 1.88572  0.10
H: -2.47816 5.03716 0.89315  0.09
H: -1.36638 1.05194 3.56077  0.08
H: -2.63327 0.48527 4.62641  0.10
H: -1.33863 1.65543 5.17180  0.10
C: -2.69015 1.24501 0.20625  -0.02
O: -3.98700 1.88779 0.30278  0.00
C: -4.32921 2.79398 -0.63445  -0.56
O: -3.73435 3.03436 -1.66945  0.11
O: -5.50084 3.34814 -0.24825  0.00
C: -5.95203 4.42465 -0.98615  -0.08
H: -2.76393 0.45612 0.95478  0.10
H: -1.87733 1.94059 0.41504  0.08
H: -2.48962 0.74480 -0.74121  0.09
H: -5.41554 5.31424 -0.65612  0.09
H: -6.98218 4.72799 -0.79941  0.10
H: -5.72105 4.36438 -2.04968  0.10
C: 1.03509 -2.95004 2.70134  -0.07
C: 1.25680 -1.77649 3.54666  -0.28
N: 1.43332 -0.88080 4.22402  0.14
H: 1.87174 -3.03364 2.00768  0.05
H: 0.05665 -2.92961 2.22141  0.08
H: 1.04466 -3.85774 3.30473  0.09
C: 0.82874 -3.15442 -4.94525  -0.06
C: 1.97548 -4.03298 -4.65932  -0.27
N: 2.92379 -4.67566 -4.38226  0.13
H: -0.14710 -3.55655 -4.67295  0.08
H: 0.91123 -3.04668 -6.02676  0.08
H: 1.03031 -2.26051 -4.35500  0.07
C: 4.90612 -0.26578 2.01103  -0.05
C: 4.81082 -1.72323 2.00870  -0.28
N: 4.71545 -2.85147 2.03790  0.15
H: 5.58315 -0.03165 2.83256  0.09
H: 3.96420 0.21316 2.27848  0.05
H: 5.22349 0.08868 1.03035  0.08

---

The following is a DFT calculation (wB97M-V/def2-TZVPD) of the molecule C7H11NS at a distorted geometry.

HOMO-LUMO gap	8.04	eV
E_tot	-726.1571	hartree
SMILES	[H]/N=C\CCCC(C)=C=S
highest occupied orbital energy	-8.0	eV
net charge	0

Last column: Löwdin charge in e.
Cartesian coordinates (Å):
H: 0.86652 -3.00029 -0.21235  0.02
N: 0.75824 -2.73485 0.74199  0.09
C: -0.02695 -1.73125 0.63267  -0.25
C: -0.74844 -1.18711 -0.62048  -0.18
C: -1.42762 0.14715 -0.26999  -0.23
C: -0.55834 1.35865 -0.28448  -0.20
C: 0.29157 1.66185 0.86573  -0.39
C: 1.77022 1.54068 0.67985  -0.05
C: -0.13719 2.13558 2.04004  -0.64
S: -0.74964 2.51965 3.40725  0.76
H: -0.26542 -1.19713 1.54897  0.10
H: 0.11601 -1.15367 -1.41989  0.15
H: -1.25633 -1.99450 -1.02493  0.08
H: -2.25369 0.43728 -0.90359  0.10
H: -2.08591 -0.15110 0.68434  0.16
H: 0.08226 1.26004 -1.19877  0.14
H: -1.27468 2.19138 -0.34707  0.13
H: 2.33443 2.24999 1.39843  0.12
H: 2.04999 1.81611 -0.32228  0.07
H: 2.14996 0.60839 0.89630  0.04